Density functional theory data (ωB97M-V/def2-TZVPD) for C24H20N4OS2Yb as an isolated structure.

```
52
Properties=species:S:1:pos:R:3:nbo_charge:R:1
H -1.744 -1.693 -1.574 0.251
H 3.129 3.873 -5.633 0.236
C -2.525 -2.208 0.364 -0.238
C 0.064 2.429 3.692 0.063
C 0.330 1.622 -0.366 0.076
C -1.809 -1.446 -0.522 -0.089
H -3.567 -4.512 6.421 0.231
C -1.131 -0.311 -0.052 -0.106
Yb -1.775 -0.263 4.540 1.877
H -2.068 -4.742 7.319 0.225
C 2.468 3.045 -5.417 -0.255
O 2.566 2.542 -7.683 -0.473
H 0.972 -4.522 5.004 0.226
C 1.224 1.145 -6.226 -0.308
C -1.216 0.010 1.313 0.217
S 0.198 -1.767 4.747 -0.413
H -0.048 -5.103 6.329 0.226
C 0.865 3.279 2.933 -0.237
C -2.565 -1.826 1.706 0.089
H 1.387 4.094 3.412 0.247
H -3.112 -2.410 2.435 0.243
C -0.612 -3.182 5.488 -0.135
N -0.604 1.408 3.176 -0.586
H 1.587 3.697 0.972 0.226
C 0.778 0.906 -4.941 -0.138
C 0.404 -4.220 5.887 -0.650
H 2.350 3.461 -3.350 0.194
H 1.120 1.757 -8.958 0.183
H 2.702 2.171 -9.653 0.212
C -0.506 1.153 1.848 0.229
C 0.285 1.970 1.005 -0.085
N -1.943 -0.753 2.171 -0.580
H 1.115 -3.793 6.597 0.227
H -0.030 2.590 4.761 0.203
C -1.930 -3.353 5.662 -0.143
C 1.163 1.722 -3.879 -0.101
H 1.559 2.997 -1.432 0.424
H 2.533 0.705 -8.662 0.184
C 2.019 2.799 -4.142 -0.171
H 0.118 0.073 -4.740 0.236
C 2.200 1.737 -8.795 -0.258
C 0.667 1.432 -2.545 0.400
H -3.055 -3.096 0.051 0.245
N -0.128 0.428 -2.229 -0.481
S -3.247 -2.238 5.163 -0.453
C -2.489 -4.599 6.324 -0.652
H -2.274 -5.487 5.727 0.225
C 0.973 3.050 1.585 -0.103
H 0.905 0.493 -7.027 0.231
N 0.968 2.185 -1.439 -0.512
C -0.345 0.531 -0.893 0.198
C 2.076 2.221 -6.477 0.342
```

Its total charge is +1. Its total energy is -3175.79049 a.u. The spin multiplicity is 2. The HOMO energy (alpha / beta) is -0.3631 / -0.3632 hartree.

=====

Density functional theory data (ωB97M-V/def2-TZVPD) for one molecule with the formula C8H13ClSi.

```
23
Properties=species:S:1:pos:R:3:nbo_charge:R:1
C 0.107 -0.282 0.157 -0.508
H 1.599 1.082 2.386 0.241
H 1.548 2.135 -1.828 0.246
Si 1.827 0.347 0.157 1.554
C -3.666 0.636 -0.595 -0.419
C -1.411 -0.088 0.212 -0.281
H -4.176 0.590 0.356 0.197
H -1.421 -2.726 -1.054 0.242
C -0.642 -2.807 -0.289 -0.667
H 1.504 2.866 -0.280 0.239
H 3.453 1.224 2.055 0.252
C -2.349 0.324 -0.835 -0.178
H 2.734 -0.330 2.471 0.245
H -1.968 0.346 -1.802 0.191
H -4.251 0.857 -1.475 0.196
C -0.592 -1.379 0.086 0.138
H 0.347 -3.005 -0.607 0.237
Cl 2.789 -1.016 -0.926 -0.371
H -0.917 -3.369 0.615 0.236
C 2.523 0.533 1.921 -1.101
C 1.881 2.006 -0.847 -1.092
H -1.947 -0.027 1.190 0.172
H 3.027 2.083 -1.066 0.232
```

For the energy above the lowest of the compared OMol25 structures with the same formula, charge and spin, the calculation gives 121.3 kJ/mol. Its total charge is 0. As for the SMILES: C=C[C@H]1C(C)=C1[Si](C)(C)Cl. Its total energy is -1062.25269 a.u. The HOMO energy is -0.3135 hartree.

=====

Density functional theory data (ωB97M-V/def2-TZVPD) for an isolated ion of composition C4H8NOS and charge +1.

```
15
Properties=species:S:1:pos:R:3:nbo_charge:R:1
C 0.278 -1.104 0.102 -0.246
C -0.499 1.596 -0.720 0.239
H -2.187 0.568 -0.702 0.437
S 0.773 0.093 -1.055 0.256
O 0.198 2.545 0.055 -0.698
H -0.570 1.929 -1.751 0.208
C 1.477 -2.051 0.317 -0.597
H 0.916 3.001 -0.379 0.513
H 1.611 -2.713 -0.544 0.269
H -1.782 1.588 0.753 0.442
C -0.661 -1.033 1.031 0.196
H -1.486 -1.599 1.375 0.241
H 2.226 -1.238 0.327 0.269
N -1.617 1.074 -0.047 -0.783
H 1.322 -2.656 1.238 0.254
```

For the energy above the lowest of the compared OMol25 structures with the same formula, charge and spin, the calculation gives 369.8 kJ/mol. Its total charge is +1. Its total energy is -684.98585 a.u. The HOMO energy is -0.5076 hartree.

=====

Density functional theory data (ωB97M-V/def2-TZVPD) for one molecule with the formula C5H9NO3.

```
18
Properties=species:S:1:pos:R:3:nbo_charge:R:1
C -0.384 -0.323 -0.311 -0.021
H -1.761 2.682 0.767 0.396
H 2.646 0.085 -1.091 0.493
C -1.140 -0.676 -1.549 -0.624
H 2.569 -0.232 1.293 0.239
H -2.740 1.259 0.837 0.391
O 1.696 0.070 -1.265 -0.634
H 1.153 -1.157 1.774 0.266
C 1.807 -0.928 0.939 -0.700
N -1.846 1.701 0.972 -0.817
O -1.028 -0.446 0.956 -0.515
H -0.512 -0.540 -2.429 0.232
H 2.292 -1.841 0.578 0.224
H -1.490 -1.711 -1.525 0.214
H -2.009 -0.023 -1.655 0.214
O 0.424 1.465 1.088 -0.738
C -0.704 0.942 0.801 0.798
C 1.029 -0.327 -0.182 0.583
```

For the energy above the lowest of the compared OMol25 structures with the same formula, charge and spin, the calculation gives 366.0 kJ/mol. Its total charge is 0. Its total energy is -476.30475 a.u. The HOMO energy (alpha / beta) is -0.2782 / -0.2783 hartree.

=====

Density functional theory data (ωB97M-V/def2-TZVPD) for a 2-piece molecular cluster, CH4N3O2 overall.

```
10
Properties=species:S:1:pos:R:3:nbo_charge:R:1
H 2.870 0.345 -0.262 0.446
H -2.761 -0.443 -0.563 0.530
O -1.962 -0.594 0.163 -0.382
O -1.309 1.312 -0.210 -0.167
C 0.915 0.747 0.062 0.524
N -0.129 1.245 -0.144 0.126
N -1.030 -1.523 0.041 -0.120
N 2.124 0.503 0.396 -0.729
H -1.143 -2.099 -0.838 0.325
H 2.426 0.507 1.355 0.446
```

For the energy above the lowest of the compared OMol25 structures with the same formula, charge and spin, the calculation gives 461.7 kJ/mol. Its total charge is +1. Its total energy is -354.71100 a.u. The HOMO energy (alpha / beta) is -0.5485 / -0.5150 hartree.

=====

Density functional theory data (ωB97M-V/def2-TZVPD) for C9H6N2O4Sn as an isolated structure.

```
22
Properties=species:S:1:pos:R:3:nbo_charge:R:1
Sn 0.014 -0.113 -0.022 1.351
C -1.111 0.273 2.703 0.033
O -1.078 0.960 6.863 -0.520
H 1.802 -1.072 4.832 0.261
C -0.113 0.000 4.900 0.018
C -1.769 -1.740 -0.307 0.481
C 0.938 -0.701 4.276 -0.185
H 1.422 -0.994 6.841 0.394
O 0.025 5.733 -1.801 -0.453
O -2.842 -2.150 -0.448 -0.277
O 2.826 -2.074 -0.653 -0.270
H 1.677 -1.523 2.399 0.224
C 0.900 -0.936 2.899 0.056
C 0.093 4.594 -1.722 0.457
H -1.890 0.665 2.053 0.228
H -1.935 1.111 4.484 0.298
C -0.200 0.253 6.375 0.602
H 0.620 -0.232 8.163 0.441
C 1.768 -1.738 -0.345 0.471
N 0.759 -0.313 7.168 -0.778
C -1.126 0.514 4.072 -0.157
N -0.110 -0.452 2.122 -0.675
```

Its total charge is +2. Its total energy is -970.67160 a.u. The HOMO energy is -0.5925 hartree.